{
  "formula": "C27H21IrN8S",
  "method": "ωB97M-V with the def2-TZVPD basis set",
  "total_charge": 3,
  "multiplicity": 2,
  "orbital_gap_ev": [4.69, 4.35],
  "e_lumo_ev": [-11.67, -12.00],
  "s_squared": 0.76,
  "symbols": ["Ir", "C", "C", "C", "C", "N", "C", "N", "C", "N", "C", "N", "C", "C", "C", "C", "C", "N", "C", "C", "C", "C", "C", "C", "H", "H", "H", "H", "H", "H", "H", "H", "H", "H", "H", "H", "C", "N", "C", "C", "N", "C", "S", "C", "C", "C", "C", "C", "N", "H", "H", "H", "H", "H", "H", "H", "H", "H"],
  "coordinates": [[0.16901, -0.01299, -0.47885], [-1.76794, -2.47215, 2.39999], [-1.00190, -2.48191, 3.56043], [0.22866, -1.85613, 3.56117], [0.67859, -1.19711, 2.41850], [-0.09658, -1.15538, 1.30056], [-1.27918, -1.81178, 1.29572], [1.94251, -0.66973, 2.46435], [2.46286, 0.05950, 1.54129], [1.89132, 0.57469, 0.38869], [2.89576, 1.13125, -0.41209], [2.80873, 1.59644, -1.59765], [1.59582, 1.70651, -2.29719], [1.36631, 2.99178, -3.06479], [-0.75663, 2.74831, -4.66768], [-1.60856, 2.11667, -3.87520], [-1.45375, 1.17004, -2.76189], [-0.46168, 0.45542, -2.36609], [4.15247, 1.08689, 0.36707], [5.40095, 1.54210, 0.09235], [6.37934, 1.32768, 1.09143], [6.08857, 0.68723, 2.31106], [4.83082, 0.23699, 2.58019], [3.86470, 0.44496, 1.58159], [-2.72019, -2.97996, 2.34476], [-1.35596, -2.99452, 4.44531], [0.88066, -1.86855, 4.42308], [-1.83424, -1.79715, 0.36375], [2.13489, 3.75614, -2.99033], [-1.15216, 3.30472, -5.51001], [-2.65596, 2.31533, -4.09021], [-2.35731, 1.00433, -2.18091], [5.65053, 2.03475, -0.83714], [7.39262, 1.66452, 0.91688], [6.88638, 0.55782, 3.02836], [4.57661, -0.26156, 3.50473], [0.68358, -0.91740, -5.04875], [0.97961, 0.37908, -4.38056], [0.92111, 1.47777, -5.04488], [0.78288, 2.82726, -4.46732], [0.64019, 2.65852, -1.89613], [0.89829, 0.43047, -2.91275], [1.52548, -1.04287, -2.00653], [0.01404, 3.01792, -0.72997], [-0.30013, 4.33127, -0.41462], [-0.98930, 4.59015, 0.75491], [-1.34223, 3.53786, 1.59456], [-1.00111, 2.25924, 1.22689], [-0.35542, 1.98223, 0.07249], [0.75913, -0.77318, -6.12382], [-0.32821, -1.22753, -4.79391], [1.40806, -1.66492, -4.74339], [0.93314, 1.41755, -6.13106], [1.16024, 3.59582, -5.13645], [0.00493, 5.12838, -1.07867], [-1.23847, 5.61016, 1.01692], [-1.87017, 3.70268, 2.52251], [-1.25028, 1.41193, 1.85246]]
}

=====

{
  "formula": "C27H22BF4O17",
  "method": "ωB97M-V with the def2-TZVPD basis set",
  "total_charge": -1,
  "multiplicity": 1,
  "orbital_gap_ev": 6.48,
  "e_lumo_ev": -0.30,
  "symbols": ["B", "F", "F", "F", "F", "C", "C", "C", "O", "C", "C", "C", "O", "O", "O", "H", "H", "H", "H", "C", "C", "C", "O", "C", "C", "C", "O", "O", "O", "H", "H", "H", "H", "C", "C", "C", "O", "C", "C", "C", "O", "O", "O", "H", "H", "H", "H", "C", "C", "C", "O", "C", "C", "C", "O", "O", "O", "H", "H", "H", "H", "C", "C", "O", "C", "H", "H", "H", "H", "H", "H"],
  "coordinates": [[-0.52931, 1.35717, -1.69670], [0.02469, 2.60617, -1.43270], [-1.83831, 1.50017, -2.01170], [0.16069, 0.79117, -2.71970], [-0.31131, 0.56617, -0.59170], [4.05869, 7.55817, 1.64730], [4.36469, 6.30417, 2.44230], [3.64369, 5.03317, 2.25930], [4.04469, 4.10217, 2.92630], [2.56869, 5.02917, 1.43230], [2.25869, 6.26117, 0.46030], [3.00269, 7.49417, 0.63030], [2.70969, 8.47717, 0.00530], [1.32069, 6.14917, -0.45970], [5.35469, 6.36217, 3.48430], [4.53669, 8.45217, 1.95630], [1.99369, 4.10117, 1.41030], [0.86069, 5.26017, -0.45870], [5.99369, 5.68017, 3.45130], [4.32569, -0.48083, 2.27130], [2.91869, -0.76483, 1.78930], [2.44969, -2.09583, 1.45230], [1.28969, -2.33283, 1.12030], [3.29469, -3.23383, 1.92130], [4.63569, -2.93683, 2.39630], [5.15769, -1.56183, 2.57230], [6.44369, -1.42583, 2.73330], [5.38169, -3.86083, 3.12630], [2.20269, 0.32417, 1.29130], [4.71769, 0.32517, 2.60930], [2.83669, -4.12983, 2.00030], [6.31769, -3.67983, 3.27730], [1.32969, 0.30517, 1.14430], [-7.08231, -0.07583, -3.46370], [-7.04631, -0.74083, -2.13670], [-5.88431, -0.53483, -1.17570], [-5.81931, -1.19183, -0.20570], [-4.85431, 0.25717, -1.63370], [-4.90231, 0.95817, -3.08170], [-5.97831, 0.77117, -3.86670], [-6.00631, 1.41517, -4.97470], [-3.79631, 1.47717, -3.69470], [-8.03431, -1.54883, -1.64370], [-7.89531, -0.18783, -4.15470], [-3.99031, 0.02917, -1.26670], [-3.16131, 1.55717, -2.93070], [-7.63131, -1.90783, -0.85170], [-3.34031, -3.64183, 3.25630], [-2.98531, -4.39183, 1.85830], [-2.29731, -3.58183, 0.84030], [-1.97231, -4.04983, -0.19470], [-2.12531, -2.13583, 1.05630], [-2.37431, -1.51183, 2.50630], [-3.07031, -2.24883, 3.51830], [-3.44031, -1.85883, 4.57930], [-1.92931, -0.26383, 2.88230], [-3.06231, -5.73883, 1.60930], [-3.96231, -4.25883, 3.82130], [-1.71031, -1.59883, 0.32530], [-1.48831, 0.15917, 2.18230], [-3.19931, -5.91183, 0.76330], [2.02369, -3.83083, -2.99270], [2.62969, -2.52283, -3.33570], [3.49369, -2.01783, -2.53070], [2.15469, -1.60083, -4.44070], [0.95369, -3.67783, -2.71870], [2.68569, -4.32483, -2.13770], [1.78069, -4.51683, -3.94970], [1.71369, -2.35383, -5.43770], [2.87569, -0.77083, -4.64270], [1.20869, -1.16383, -4.17670]]
}

=====

{
  "formula": "C27H22BrF6IN6O7S3Yb",
  "method": "ωB97M-V with the def2-TZVPD basis set",
  "total_charge": 1,
  "multiplicity": 2,
  "orbital_gap_ev": [6.76, 6.21],
  "e_lumo_ev": [-3.67, -4.22],
  "s_squared": 0.75,
  "symbols": ["Yb", "C", "C", "N", "C", "C", "C", "O", "C", "C", "N", "C", "C", "C", "C", "C", "C", "I", "C", "O", "H", "H", "H", "H", "H", "H", "H", "H", "H", "H", "H", "H", "F", "C", "F", "F", "S", "O", "O", "N", "S", "O", "O", "C", "F", "F", "F", "O", "C", "C", "C", "N", "C", "Br", "C", "H", "H", "H", "H", "N", "C", "S", "C", "C", "C", "N", "C", "C", "H", "H", "H", "H", "H", "H"],
  "coordinates": [[-0.48043, 0.94110, -0.07950], [3.50924, 0.93855, -3.43714], [2.42557, -0.16701, -3.48280], [2.78907, -1.31562, -4.13267], [1.89383, -2.29238, -4.27565], [0.60355, -2.25958, -3.72102], [-0.31973, -3.41352, -4.00060], [-0.12971, -4.31615, -2.89686], [0.28451, -1.26574, -2.82613], [-0.97772, -1.30326, -2.18178], [-1.66196, -0.22779, -1.80259], [-2.98531, -0.07627, -2.09209], [-3.90687, -1.11683, -1.71644], [-5.20353, -1.08080, -2.11855], [-5.54519, -0.03859, -3.04839], [-4.67616, 0.91630, -3.49787], [-3.41038, 1.01732, -2.89409], [-2.13030, 2.68994, -3.33405], [1.18889, -0.17883, -2.67021], [1.06821, 0.78908, -1.80157], [3.55369, 1.43450, -4.38142], [4.53613, 0.49645, -3.08677], [3.27830, 1.74762, -2.70165], [2.20104, -3.18097, -4.81212], [0.01373, -3.86362, -4.98877], [-1.39502, -3.14487, -4.06752], [-0.95004, -4.76668, -2.64216], [-1.45297, -2.26476, -2.20768], [-3.58017, -1.94208, -1.15635], [-5.93619, -1.89448, -1.85875], [-6.60119, 0.11560, -3.48450], [-5.06832, 1.71485, -4.07531], [-3.76533, 3.71625, 3.66857], [-2.97507, 3.60534, 2.61274], [-3.07497, 4.70118, 1.75572], [-1.72514, 3.59145, 3.18142], [-3.35250, 2.10473, 1.45051], [-2.27451, 2.15152, 0.48018], [-4.67122, 2.34305, 1.07253], [-3.30218, 0.82715, 2.47687], [-2.70166, -0.61780, 2.12318], [-3.63746, -1.67170, 1.90859], [-1.48379, -0.53124, 1.27752], [-2.05736, -0.80417, 3.89497], [-1.24450, 0.22856, 4.24651], [-1.34732, -1.97046, 3.85331], [-3.03523, -1.05605, 4.81809], [2.00913, 5.15134, 4.48248], [1.53468, 4.23009, 3.54382], [1.21479, 2.94989, 3.91920], [0.82123, 2.00943, 2.95458], [0.50823, 2.32030, 1.70933], [0.76538, 3.61106, 1.33577], [0.46553, 4.24072, -0.45834], [1.34457, 4.58483, 2.22772], [2.11297, 4.72411, 5.36553], [1.26424, 2.63805, 4.93295], [0.68560, 0.93299, 3.26319], [1.73866, 5.58929, 1.94528], [6.08702, -2.72317, 1.78736], [4.82760, -3.23025, 2.01214], [4.71302, -4.55287, 3.11195], [3.71377, -2.55801, 1.38757], [2.39593, -2.75783, 1.85431], [1.37760, -1.82479, 1.62349], [1.66413, -0.85938, 0.76453], [2.90910, -0.66593, 0.19964], [3.93506, -1.55828, 0.41118], [6.82988, -3.30824, 2.20447], [6.25078, -1.75420, 1.85697], [2.22345, -3.59368, 2.51152], [0.42452, -1.82161, 2.10237], [3.02281, 0.26167, -0.34483], [4.87399, -1.34484, -0.05193]]
}

=====

Largest force on an atom
In order: 2.3, 10.5, 4.3
Unit: eV Å⁻¹
ΔE to the lowest compared entry with this formula, charge and spin
In order: 6.0566, 3.8838, 2.5267
Unit: eV